1.
Formula: C24H15ClCo2NO6
Source: the Open Molecules 2025 dataset
Level of theory: ωB97M-V/def2-TZVPD

Structure (XYZ):
```
49
Properties=species:S:1:pos:R:3
O 2.46 -4.80 -4.29
C 2.32 -3.80 -3.75
Co 1.98 -2.34 -2.78
C 3.51 -1.78 -2.10
O 4.39 -1.35 -1.49
C 1.61 -1.09 -3.95
O 1.24 -0.20 -4.60
C 0.69 -3.03 -1.17
C 0.61 -1.66 -1.39
C 1.15 -0.53 -0.82
C 0.67 0.82 -1.02
C 1.52 1.89 -0.69
C 1.12 3.19 -0.95
C -0.15 3.43 -1.50
C -1.02 2.37 -1.81
C -0.61 1.06 -1.55
Co -1.02 -2.99 -1.85
C -0.97 -4.53 -2.68
O -0.89 -5.53 -3.25
C -1.81 -1.93 -2.97
O -2.27 -1.17 -3.70
C -1.89 -2.96 -0.37
O -2.37 -2.83 0.68
H 1.07 -3.54 -0.26
H 2.05 -0.67 -0.19
H 2.48 1.62 -0.26
H 1.81 4.00 -0.71
H -0.46 4.45 -1.68
H -2.00 2.54 -2.25
H -1.25 0.21 -1.77
C 2.47 0.59 2.82
C 1.01 0.78 2.80
C 0.02 -0.05 2.28
C -1.24 0.57 2.53
C -0.98 1.79 3.21
N 0.40 1.87 3.36
C -1.99 2.63 3.65
C -3.32 2.26 3.39
C -3.59 1.06 2.70
Cl -5.21 0.60 2.37
C -2.56 0.20 2.28
H 2.70 -0.35 2.32
H 3.02 1.38 2.29
H 2.87 0.52 3.85
H 0.17 -1.01 1.80
H 0.91 2.62 3.80
H -1.73 3.55 4.18
H -4.16 2.88 3.71
H -2.77 -0.74 1.77
```

Total charge: -1
Energy, eV: -126681.48417
Maximum force, eV Å⁻¹: 3.2
HOMO level, eV: -3.6
HOMO-LUMO gap, eV: 5.5424

***

2.
Formula: C24H15F5N4O6PtS2
Source: the Open Molecules 2025 dataset
Level of theory: ωB97M-V/def2-TZVPD

Structure (XYZ):
```
57
Properties=species:S:1:pos:R:3
Pt 1.26 -0.58 -0.51
O -2.31 -2.36 1.88
S -2.60 -1.03 1.39
O -4.01 -0.69 1.25
N -1.72 -0.72 0.12
C -2.18 -0.30 -1.06
C -3.47 -0.58 -1.55
C -3.95 -0.06 -2.75
C -3.19 0.77 -3.53
C -1.87 1.04 -3.13
C -1.08 1.94 -3.88
C 0.18 2.24 -3.47
C 0.70 1.55 -2.37
N 0.03 0.66 -1.66
C -1.31 0.46 -1.95
C -1.94 0.09 2.59
C -0.65 -0.13 3.07
C -0.11 0.74 4.00
C -0.85 1.83 4.44
C -2.14 2.05 3.95
C -2.68 1.18 3.02
H -4.11 -1.19 -0.95
H -4.97 -0.31 -3.05
H -3.57 1.21 -4.44
H -1.51 2.39 -4.77
H 0.81 2.94 -4.00
H 1.72 1.72 -2.08
H -0.06 -0.97 2.72
H 0.90 0.57 4.34
H -0.42 2.52 5.16
H -2.71 2.90 4.30
H -3.68 1.32 2.63
O 1.60 -3.22 2.02
S 2.69 -2.22 1.82
O 2.58 -1.82 0.32
O 2.48 -1.03 2.64
O 4.01 -2.82 1.97
F 3.79 0.29 -2.14
C 3.70 1.00 -0.99
C 2.61 0.86 -0.16
C 2.62 1.68 0.97
F 1.59 1.69 1.81
C 3.66 2.55 1.26
F 3.63 3.33 2.35
C 4.74 2.64 0.40
F 5.75 3.50 0.66
C 4.75 1.87 -0.74
F 5.79 1.97 -1.60
N 0.16 -3.31 -0.16
C -0.67 -4.27 -0.56
C -1.13 -3.93 -1.82
C -0.52 -2.71 -2.10
N 0.26 -2.35 -1.08
H 0.71 -3.25 0.76
H -0.87 -5.12 0.07
H -1.82 -4.48 -2.44
H -0.61 -2.07 -2.96
```

Energy above the lowest of the compared OMol25 structures with the same formula, charge and spin, kcal per mole: 11.8
Total charge: -2
Energy, eV: -81883.45448
Maximum force, eV Å⁻¹: 0.8
HOMO level, eV: -2.3
HOMO-LUMO gap, eV: 6.5551

***

3.
Formula: C24H16BrCl2CsN5O2
Source: the Open Molecules 2025 dataset
Level of theory: ωB97M-V/def2-TZVPD

Structure (XYZ):
```
51
Properties=species:S:1:pos:R:3
Cs 9.52 -8.00 15.79
Cl 10.49 -5.97 23.23
C 9.65 -6.20 21.73
C 10.38 -6.80 20.67
C 9.91 -6.87 19.33
N 10.78 -7.22 18.33
C 11.63 -8.26 18.55
O 11.55 -9.18 19.39
C 12.76 -8.43 17.56
C 14.01 -8.85 18.03
C 15.09 -8.99 17.16
C 14.84 -8.83 15.80
C 13.56 -8.50 15.38
N 12.56 -8.28 16.24
C 8.51 -6.47 19.06
C 7.77 -6.05 20.19
C 8.32 -5.83 21.46
Cl 7.28 -5.12 22.64
N 8.01 -6.43 17.79
C 6.74 -6.90 17.58
O 6.07 -7.61 18.35
C 6.13 -6.58 16.23
C 4.73 -6.54 16.08
C 4.21 -6.20 14.84
C 5.05 -6.00 13.74
C 6.41 -6.16 13.97
N 6.92 -6.47 15.16
H 11.34 -7.22 20.93
H 14.13 -9.11 19.08
H 16.07 -9.21 17.52
H 15.61 -9.01 15.07
H 13.33 -8.38 14.32
H 6.70 -5.83 20.09
H 4.08 -6.74 16.94
H 3.15 -6.13 14.72
H 4.66 -5.80 12.76
H 7.12 -6.09 13.15
C 5.67 -8.82 9.52
C 6.99 -8.93 10.26
C 8.21 -8.87 9.55
C 9.41 -8.92 10.24
C 9.34 -8.96 11.65
Br 11.05 -9.08 12.61
N 8.21 -8.91 12.34
C 7.06 -8.94 11.65
H 5.77 -9.26 8.52
H 5.42 -7.75 9.33
H 4.85 -9.27 10.08
H 8.24 -8.82 8.48
H 10.39 -8.99 9.78
H 6.17 -8.93 12.26
```

Total charge: -1
Energy, eV: -132330.96021
Maximum force, eV Å⁻¹: 2.7
HOMO level, eV: -3.2
HOMO-LUMO gap, eV: 4.7818

***

4.
Formula: C24H16Cl2IrN3O4
Source: the Open Molecules 2025 dataset
Level of theory: ωB97M-V/def2-TZVPD

Structure (XYZ):
```
50
Properties=species:S:1:pos:R:3
Ir 0.07 0.82 0.09
C -1.17 4.36 -2.16
O -0.15 4.29 -3.16
C 0.95 3.53 -3.04
C 1.96 3.81 -3.97
C 3.17 3.17 -3.91
C 3.42 2.25 -2.90
C 2.43 1.90 -1.98
C 2.79 0.98 -0.94
N 2.01 0.56 -0.02
N 2.46 -0.41 0.85
C 1.55 -0.78 1.71
O 0.38 -0.16 1.80
C 1.84 -1.97 2.53
C 2.98 -2.73 2.30
C 3.15 -3.93 2.96
C 2.18 -4.38 3.86
C 1.06 -3.60 4.11
C 0.89 -2.40 3.45
C 1.14 2.48 -2.10
O 0.08 2.07 -1.41
H -1.77 5.22 -2.44
H -0.74 4.51 -1.17
H -1.78 3.46 -2.16
H 1.76 4.57 -4.71
H 3.95 3.40 -4.62
H 4.39 1.79 -2.81
H 3.80 0.58 -0.92
H 3.72 -2.37 1.60
H 4.03 -4.52 2.78
H 2.31 -5.33 4.36
H 0.32 -3.94 4.83
H 0.02 -1.78 3.63
Cl -0.50 -4.02 -0.29
C -1.75 -2.87 -0.13
C -3.08 -3.27 0.10
C -4.07 -2.35 0.27
Cl -5.69 -2.88 0.51
C -3.76 -0.96 0.29
C -4.70 0.08 0.48
C -4.25 1.38 0.51
C -2.89 1.64 0.38
N -2.00 0.68 0.18
C -2.42 -0.59 0.12
C -1.41 -1.52 -0.18
O -0.20 -1.11 -0.48
H -3.31 -4.33 0.13
H -5.74 -0.16 0.60
H -4.95 2.19 0.65
H -2.50 2.65 0.44
```

Energy above the lowest of the compared OMol25 structures with the same formula, charge and spin, kcal per mole: 14.0
Total charge: +1
Energy, eV: -65684.33925
Maximum force, eV Å⁻¹: 2.6
HOMO level (spin up / spin down), eV: -10.6 / -10.6
HOMO-LUMO gap (spin up / spin down), eV: 6.3328 / 4.0313
Spin multiplicity: 2

***

5.
Formula: C24H16F5N7O3PtS2
Source: the Open Molecules 2025 dataset
Level of theory: ωB97M-V/def2-TZVPD

Structure (XYZ):
```
58
Properties=species:S:1:pos:R:3
Pt 0.47 0.98 -1.67
N 3.25 1.07 -5.01
C 2.66 1.21 -3.80
S 0.89 1.39 -3.87
N 3.37 1.20 -2.72
N 2.56 1.41 -1.61
C 3.14 1.62 -0.49
C 2.44 2.16 0.66
C 3.12 2.28 1.87
C 2.50 2.82 2.98
C 1.18 3.25 2.88
C 0.49 3.16 1.68
C 1.12 2.63 0.55
O 0.44 2.65 -0.61
H 2.72 1.20 -5.86
H 4.25 1.06 -5.05
H 4.22 1.46 -0.45
H 4.14 1.92 1.93
H 3.04 2.90 3.92
H 0.68 3.66 3.75
H -0.53 3.49 1.59
N -2.31 -2.48 4.92
C -1.34 -2.29 3.95
C -0.91 -3.36 3.17
C 0.09 -3.18 2.23
C 0.66 -1.93 2.07
C 0.24 -0.85 2.84
C -0.76 -1.03 3.78
S 1.91 -1.66 0.87
O 2.78 -0.64 1.37
O 2.46 -2.92 0.45
N 1.14 -0.97 -0.41
C 0.34 -1.67 -1.21
N -0.02 -0.90 -2.29
C -0.90 -1.37 -3.17
C -1.39 -2.64 -3.05
C -0.95 -3.38 -1.94
N -0.12 -2.92 -1.04
H -2.88 -3.30 4.86
H -2.78 -1.66 5.28
H -1.36 -4.34 3.30
H 0.43 -4.00 1.61
H 0.71 0.12 2.71
H -1.09 -0.20 4.38
H -1.17 -0.71 -4.00
H -2.08 -3.05 -3.77
H -1.32 -4.39 -1.78
F -1.44 0.60 0.70
C -2.18 0.87 -0.38
C -1.56 1.14 -1.59
C -2.40 1.37 -2.67
F -1.91 1.61 -3.90
C -3.78 1.36 -2.55
F -4.55 1.59 -3.61
C -4.36 1.10 -1.32
F -5.69 1.09 -1.19
C -3.55 0.85 -0.23
F -4.10 0.59 0.96
```

Energy above the lowest of the compared OMol25 structures with the same formula, charge and spin, kcal per mole: 39.9
Total charge: 0
Energy, eV: -80223.20899
Maximum force, eV Å⁻¹: 1.1
HOMO level, eV: -8.1
HOMO-LUMO gap, eV: 6.2968

***

6.
Formula: C24H17AsBrRhSbSe4
Source: the Open Molecules 2025 dataset
Level of theory: ωB97M-V/def2-TZVPD

Structure (XYZ):
```
49
Properties=species:S:1:pos:R:3
Rh 0.56 0.39 0.65
Se 2.38 2.06 -3.76
Sb 2.23 2.77 -1.49
Se 2.83 0.90 0.15
Se -0.14 2.27 -0.56
Se 2.98 4.90 -0.73
C -5.47 -0.32 -1.49
C -4.33 0.38 -1.87
C -3.23 0.42 -1.03
C -3.25 -0.25 0.19
C -4.40 -0.95 0.56
C -5.50 -0.98 -0.27
As -1.72 -0.18 1.39
C -2.00 -1.83 2.35
C -1.72 -3.12 1.91
C -2.00 -4.19 2.74
C -2.54 -3.98 4.00
C -2.82 -2.69 4.44
C -2.55 -1.61 3.61
C -2.82 -0.18 3.93
C -3.36 0.30 5.12
C -3.56 1.67 5.28
C -3.21 2.55 4.27
C -2.66 2.08 3.08
C -2.49 0.72 2.92
H -6.33 -0.35 -2.15
H -4.30 0.90 -2.82
H -2.35 0.97 -1.33
H -4.43 -1.47 1.51
H -6.38 -1.53 0.03
H -1.30 -3.28 0.92
H -1.80 -5.20 2.41
H -2.76 -4.82 4.65
H -3.25 -2.54 5.43
H -3.63 -0.38 5.92
H -3.98 2.04 6.20
H -3.35 3.62 4.41
H -2.37 2.77 2.29
Br 0.22 -5.26 -2.78
C 0.35 -3.58 -1.89
C 1.06 -3.50 -0.70
C 1.13 -2.28 -0.05
C 0.49 -1.14 -0.56
C -0.18 -1.25 -1.77
C -0.26 -2.47 -2.44
H 1.56 -4.37 -0.30
H 1.71 -2.21 0.87
H -0.62 -0.37 -2.22
H -0.78 -2.54 -3.38
```

Total charge: -1
Energy, eV: -426980.17105
Maximum force, eV Å⁻¹: 0.3
HOMO level, eV: -4.5
HOMO-LUMO gap, eV: 5.8847

***

7.
Formula: C24H17CaN9P
Source: the Open Molecules 2025 dataset
Level of theory: ωB97M-V/def2-TZVPD

Structure (XYZ):
```
52
Properties=species:S:1:pos:R:3
Ca 0.93 -0.47 -1.89
N 2.16 -2.73 -4.17
C 0.87 -2.97 -3.83
N 0.25 -4.06 -4.21
N -1.01 -3.94 -3.71
N -1.08 -2.83 -3.04
N 0.09 -2.19 -3.11
C 2.98 -1.70 -3.82
N 4.28 -1.83 -3.84
N 4.73 -0.64 -3.32
N 3.72 0.10 -3.02
N 2.58 -0.51 -3.38
H 2.60 -3.45 -4.72
C 1.06 0.27 5.63
C 2.07 0.79 4.85
C 2.05 0.79 3.45
C 0.95 0.31 2.77
C -0.14 -0.12 3.56
C -0.07 -0.22 4.97
P 0.80 0.40 0.96
C -0.34 -1.02 0.74
C 0.26 -2.28 0.73
C -0.46 -3.42 0.59
C -1.84 -3.34 0.41
C -2.48 -2.13 0.40
C -1.73 -0.93 0.57
C -0.40 1.80 0.83
C -1.02 2.34 1.91
C -2.02 3.32 1.72
C -2.26 3.84 0.47
C -1.48 3.44 -0.67
C -1.69 4.07 -1.94
C -1.14 3.46 -3.00
C -0.41 2.23 -2.84
C -0.13 1.59 -1.63
C -0.69 2.29 -0.49
H 1.06 0.21 6.72
H 2.96 1.12 5.39
H 2.87 1.22 2.92
H -1.11 -0.36 3.12
H -0.99 -0.43 5.49
H 1.35 -2.43 0.89
H -0.02 -4.38 0.62
H -2.47 -4.25 0.25
H -3.57 -2.08 0.17
H -2.19 0.02 0.41
H -0.79 2.07 2.89
H -2.50 3.75 2.59
H -3.05 4.55 0.35
H -2.27 5.00 -1.95
H -1.26 3.87 -4.02
H 0.03 1.85 -3.77
```

Total charge: -1
Energy, eV: -66303.64538
Maximum force, eV Å⁻¹: 2.2
HOMO level, eV: -5.0
HOMO-LUMO gap, eV: 7.4220

***

8.
Formula: C24H17N5O3
Source: the Open Molecules 2025 dataset
Level of theory: ωB97M-V/def2-TZVPD

Structure (XYZ):
```
49
Properties=species:S:1:pos:R:3
O -3.81 0.80 3.33
C -3.26 0.44 2.36
N -3.88 -0.48 1.55
C -3.06 -0.77 0.52
O -3.30 -1.80 -0.05
C -1.79 0.03 0.72
C -0.54 -0.18 -0.10
C -0.28 -1.45 -0.56
N 0.77 -1.32 -1.49
C 1.17 -2.46 -2.30
C 2.19 -3.48 -1.57
C 2.08 -4.95 -1.93
N 0.66 -5.37 -1.73
C 0.21 -5.79 -2.90
C 1.36 -5.82 -3.73
N 2.45 -5.31 -3.26
C 1.26 -0.03 -1.56
C 2.27 0.57 -2.32
C 2.54 1.90 -2.08
C 1.82 2.67 -1.14
C 0.66 2.07 -0.58
C 0.43 0.73 -0.70
C -1.97 0.78 1.80
C -0.95 1.63 2.35
N 0.32 1.29 2.50
O 0.96 2.46 2.99
C 0.10 3.56 3.11
C 0.25 4.93 3.49
C -0.75 5.84 3.48
C -2.00 5.22 3.11
C -2.21 3.92 2.80
C -1.11 3.06 2.74
H -4.87 -0.73 1.57
H -0.77 -2.36 -0.20
H 1.56 -2.18 -3.30
H 0.31 -3.06 -2.56
H 3.31 -3.12 -1.62
H 1.93 -3.52 -0.53
H 2.88 -5.44 -1.31
H -0.78 -6.30 -3.04
H 1.42 -6.16 -4.82
H 2.81 -0.14 -3.03
H 3.33 2.40 -2.55
H 2.05 3.74 -1.16
H -0.14 2.60 0.01
H 1.18 5.15 3.93
H -0.63 6.95 3.80
H -2.92 5.72 3.30
H -3.28 3.75 2.69
```

Energy above the lowest of the compared OMol25 structures with the same formula, charge and spin, kcal per mole: 1.0
Total charge: 0
SMILES: O=C1NC(=O)C(c2cn(CCC3N=CC=N3)c3ccccc23)=C1c1noc2ccccc12
Energy, eV: -38752.48645
Maximum force, eV Å⁻¹: 5.4
HOMO level, eV: -8.0
HOMO-LUMO gap, eV: 7.2433

***

> maximum force of number 8 (C24H17N5O3)?

5.4 eV Å⁻¹